(1)
{"formula": "C9H13N3O3", "method": "wB97M-V/def2-TZVPD", "species": ["C", "C", "C", "C", "O", "C", "C", "C", "N", "C", "N", "N", "H", "H", "H", "H", "H", "H", "H", "H", "H", "H", "H", "H", "H", "O", "C", "O"], "coordinates": [[2.591, 0.305, 1.377], [1.188, 0.546, 0.930], [0.754, 0.573, -0.326], [1.609, 0.348, -1.541], [-0.583, 0.899, -0.533], [-1.363, -0.036, -1.262], [-1.585, -1.329, -0.509], [-2.233, -1.356, 0.831], [-3.038, -0.246, 1.222], [-4.011, -0.155, 0.268], [-4.010, -1.099, -0.594], [-2.917, -1.928, -0.330], [2.948, 1.154, 1.957], [3.261, 0.144, 0.539], [2.625, -0.572, 2.023], [0.471, 0.733, 1.718], [1.894, -0.700, -1.633], [2.515, 0.945, -1.475], [1.074, 0.646, -2.440], [-0.909, -0.264, -2.233], [-2.316, 0.473, -1.443], [-0.844, -2.100, -0.689], [-1.868, -1.998, 1.622], [-2.709, 0.524, 1.777], [-4.753, 0.620, 0.290], [-1.405, 3.699, -0.843], [-1.798, 3.159, 0.083], [-2.226, 2.665, 1.024]], "forces_ev_per_a": [[-0.1, 0.0, -0.1], [-0.1, 0.1, -0.1], [-0.2, -0.1, 0.3], [-0.2, 0.0, 0.1], [0.4, 0.1, 0.0], [-0.4, -0.2, 0.0], [0.5, 0.5, 0.0], [0.7, 0.1, 0.2], [-0.1, -0.2, 0.0], [0.0, -0.1, 0.2], [-1.0, 0.8, -0.7], [0.2, -1.3, 0.4], [0.1, 0.0, 0.1], [0.2, 0.0, 0.0], [0.1, -0.1, 0.0], [-0.2, 0.0, 0.0], [0.0, 0.0, -0.1], [0.1, 0.0, 0.0], [0.0, 0.0, -0.1], [0.0, 0.1, 0.1], [0.2, -0.2, -0.1], [-0.1, 0.0, 0.0], [0.0, -0.1, 0.0], [0.0, 0.1, -0.1], [-0.2, 0.2, 0.0], [0.6, 0.8, -1.4], [0.0, 0.1, 0.0], [-0.7, -0.7, 1.5]], "e_tot_ev": -20154.402, "smiles": "C/C=C(\\C)OC[C@H]1[C@H]2NC=NN21.O=C=O", "orbital_gap_ev": 8.65, "spin_multiplicity": 1, "total_charge": 0}



(2)
{"formula": "C4H10N2O", "method": "wB97M-V/def2-TZVPD", "species": ["H", "N", "C", "N", "C", "H", "H", "H", "H", "H", "C", "C", "O", "H", "H", "H", "H"], "coordinates": [[-0.681, 1.762, -2.019], [-0.181, 1.436, -1.175], [0.981, 0.982, -1.471], [1.715, 0.205, -0.567], [3.163, 0.122, -0.466], [1.486, 1.130, -2.430], [1.267, 0.341, 0.341], [3.389, -0.544, 0.339], [3.591, -0.335, -1.424], [3.613, 1.088, -0.275], [-1.425, -1.685, 0.584], [-1.928, -0.798, 1.681], [-2.852, -0.006, 1.484], [-2.004, -1.533, -0.283], [-1.476, -2.722, 0.949], [-0.341, -1.373, 0.453], [-1.515, -0.977, 2.709]], "forces_ev_per_a": [[0.6, 0.1, 0.7], [0.4, -0.7, -0.7], [0.2, -0.2, 0.2], [-1.3, 0.9, 0.6], [0.0, -0.3, -2.1], [-0.1, -0.2, -0.1], [0.2, -0.3, -0.2], [0.2, -0.4, 0.4], [-0.5, 0.7, 1.3], [0.3, 0.2, 0.0], [1.9, 0.3, 1.7], [-2.5, 0.9, -0.5], [1.9, -1.2, 0.8], [-0.5, 0.2, -1.1], [0.2, 0.2, -0.3], [-1.1, -0.7, -0.2], [0.0, 0.4, -0.4]], "e_tot_ev": -9336.655, "smiles": "[H]/N=C/NC.CC=O", "orbital_gap_ev": 10.09, "spin_multiplicity": 1, "total_charge": 0}



(3)
{"formula": "C3H6N2O", "method": "wB97M-V/def2-TZVPD", "species": ["O", "C", "N", "C", "C", "N", "H", "H", "H", "H", "H", "H"], "coordinates": [[2.510, -0.204, -0.618], [1.340, -0.138, -0.307], [0.658, 1.024, 0.007], [-0.770, 0.796, -0.101], [-0.838, -0.635, 0.390], [0.373, -1.172, -0.231], [1.070, 1.883, -0.320], [-1.104, 0.813, -1.148], [-1.350, 1.494, 0.499], [-0.764, -0.682, 1.486], [-1.740, -1.171, 0.080], [0.615, -2.010, 0.264]], "forces_ev_per_a": [[-0.6, -0.4, 0.3], [-0.1, 0.0, 0.1], [0.1, 0.2, -0.2], [-0.3, 0.1, 0.0], [-0.1, 0.1, 0.1], [-0.1, 0.0, 0.4], [0.0, 0.0, -0.1], [0.0, 0.2, 0.1], [0.0, 0.0, 0.0], [-0.1, 0.1, -0.1], [0.2, 0.1, -0.1], [0.9, -0.4, -0.4]], "e_tot_ev": -8236.545, "smiles": "O=C1NCCN1", "orbital_gap_ev": 10.70, "spin_multiplicity": 1, "total_charge": 0}



(4)
{"formula": "C4H7NO2", "method": "wB97M-V/def2-TZVPD", "species": ["C", "C", "C", "O", "C", "O", "N", "H", "H", "H", "H", "H", "H", "H"], "coordinates": [[1.679, 0.261, 0.678], [0.529, -0.395, -0.044], [-1.205, -0.173, 1.440], [-0.424, -1.046, 0.857], [-0.297, 0.597, -0.886], [0.008, 1.764, -1.015], [-1.369, 0.021, -1.510], [1.355, 1.182, 1.164], [2.101, -0.422, 1.418], [2.456, 0.512, -0.047], [0.871, -1.219, -0.678], [-2.004, -0.815, 1.865], [-1.682, -0.906, -1.270], [-2.021, 0.638, -1.973]], "forces_ev_per_a": [[0.0, 0.0, 0.0], [0.2, 0.0, -0.2], [-0.1, -0.4, -0.2], [-0.4, 0.5, 0.1], [0.1, 0.2, -0.2], [0.0, -0.5, -0.1], [0.0, 0.2, -0.1], [0.0, -0.1, 0.0], [0.0, 0.0, -0.1], [-0.1, 0.0, 0.1], [0.0, 0.1, 0.0], [0.2, -0.1, 0.4], [0.1, 0.2, 0.0], [0.1, -0.1, 0.1]], "e_tot_ev": -9843.864, "orbital_gap_ev": 9.36, "spin_multiplicity": 1, "total_charge": 0}



(5)
{"formula": "C20H36ClIO5PS", "method": "wB97M-V/def2-TZVPD", "species": ["C", "O", "C", "C", "C", "P", "C", "C", "C", "I", "C", "C", "C", "C", "S", "O", "O", "Cl", "C", "O", "O", "C", "C", "C", "C", "C", "C", "C", "C", "H", "H", "H", "H", "H", "H", "H", "H", "H", "H", "H", "H", "H", "H", "H", "H", "H", "H", "H", "H", "H", "H", "H", "H", "H", "H", "H", "H", "H", "H", "H", "H", "H", "H", "H", "H"], "coordinates": [[-3.153, -4.074, -0.601], [-2.992, -3.623, -1.939], [-3.251, -2.213, -2.081], [-1.867, -1.408, -2.123], [-1.778, -0.345, -0.929], [0.080, 0.214, -0.662], [0.450, -1.365, 0.366], [0.723, -1.416, 1.884], [2.229, -1.764, 2.342], [3.000, 0.079, 3.285], [1.978, 0.652, -0.551], [2.792, 0.276, -1.846], [4.262, -0.190, -1.394], [5.054, 0.935, -0.648], [6.280, 0.240, 0.561], [5.952, -1.136, 0.931], [6.254, 1.044, 1.786], [8.205, 0.247, -0.237], [-0.295, 1.646, -1.875], [0.752, 2.615, -2.140], [0.170, 3.560, -2.999], [-0.346, 1.390, 0.807], [-1.823, 1.663, 1.180], [-2.464, 2.915, 0.704], [-3.809, 3.328, 1.001], [-4.669, 2.504, 1.840], [-4.094, 1.275, 2.351], [-2.710, 0.874, 2.039], [-2.229, -0.437, 2.703], [-3.878, -3.465, 0.004], [-2.178, -4.142, -0.031], [-3.567, -5.125, -0.607], [-3.726, -2.093, -3.097], [-3.915, -1.789, -1.286], [-1.074, -2.200, -2.035], [-1.715, -0.919, -3.121], [-2.440, 0.486, -1.279], [-2.205, -0.877, -0.046], [0.360, -0.610, -1.843], [-0.369, -2.110, 0.122], [1.348, -1.842, -0.142], [0.176, -2.328, 2.293], [0.396, -0.618, 2.579], [2.260, -2.525, 3.153], [2.893, -1.990, 1.474], [2.141, 1.716, -0.202], [2.484, 0.056, 0.267], [2.390, -0.588, -2.425], [2.960, 1.207, -2.446], [4.135, -1.131, -0.795], [4.806, -0.436, -2.341], [5.606, 1.525, -1.433], [4.422, 1.643, -0.056], [-0.528, 1.178, -2.885], [-1.217, 2.259, -1.653], [0.259, 4.394, -2.501], [0.365, 1.351, 1.684], [-0.027, 2.400, 0.386], [-1.848, 3.599, 0.066], [-4.165, 4.299, 0.577], [-5.693, 2.875, 2.063], [-4.732, 0.643, 3.017], [-1.425, -0.210, 3.459], [-1.925, -1.253, 2.006], [-3.074, -0.864, 3.319]], "forces_ev_per_a": [[0.0, -1.0, 0.7], [-0.9, 0.4, 1.1], [1.2, 0.9, -1.5], [-0.5, -0.2, 0.9], [-0.4, -1.0, -1.7], [0.0, -0.7, -0.2], [0.1, -1.5, -0.3], [0.7, -2.2, 1.7], [-0.9, 1.0, -0.5], [0.2, -0.6, -0.2], [1.0, 0.0, 0.4], [1.6, 1.0, 1.5], [-0.7, -0.3, -0.6], [0.2, 0.0, -1.3], [-2.2, -1.0, 4.3], [0.7, 1.0, -2.0], [0.9, 0.4, -2.3], [-0.6, 0.2, -0.2], [-1.1, 0.9, -2.0], [0.1, -1.1, 1.2], [-0.2, 1.4, -0.8], [0.0, 2.3, 0.6], [-2.5, 1.3, 0.9], [-0.1, -0.9, 0.5], [0.5, -1.4, 0.6], [2.3, -0.2, -0.7], [0.8, 1.4, -1.1], [-0.6, 0.4, -0.3], [-0.7, 0.2, 0.9], [0.7, -0.3, -0.6], [-0.8, 0.4, -0.6], [0.4, 1.0, -0.2], [0.1, -0.2, 1.1], [0.4, -0.6, -0.6], [-0.6, 0.8, 0.0], [-0.2, -0.3, 0.9], [0.3, -0.5, 0.8], [0.2, 0.7, -0.5], [0.4, 0.0, 0.2], [0.7, 0.8, 0.4], [-0.8, 0.6, 0.5], [0.4, 0.9, -0.4], [0.0, -0.2, -1.1], [0.1, 0.6, -0.8], [-0.4, 0.1, 0.9], [-0.1, -0.9, -0.8], [-0.9, 0.5, -0.6], [-0.1, 0.9, 0.3], [-0.6, -1.0, 0.0], [0.4, 1.0, -0.4], [-0.1, 0.0, 0.9], [-0.3, -0.5, 1.0], [0.6, -0.9, -0.1], [0.2, 0.2, 1.0], [0.8, -0.7, 0.2], [0.0, -0.5, -0.1], [-1.0, -0.6, -0.5], [-0.3, -1.1, 0.3], [-0.6, -0.7, 0.7], [0.3, -1.0, 0.5], [0.9, -0.6, 0.0], [0.8, 0.5, -0.7], [-0.6, -0.4, -1.0], [0.1, 0.9, 0.4], [0.7, 0.4, -0.7]], "e_tot_ev": -72300.657, "orbital_gap_ev": 6.24, "spin_multiplicity": 1, "total_charge": -1}



(6)
{"formula": "C24H65AsB2F6N3NaO2Sn", "method": "wB97M-V/def2-TZVPD", "species": ["Na", "Sn", "B", "H", "H", "H", "H", "B", "H", "H", "H", "H", "As", "F", "F", "F", "F", "F", "F", "C", "C", "N", "C", "C", "C", "C", "H", "H", "H", "H", "H", "H", "H", "H", "H", "H", "H", "H", "H", "H", "H", "C", "C", "N", "C", "C", "C", "C", "H", "H", "H", "H", "H", "H", "H", "H", "H", "H", "H", "H", "H", "H", "H", "C", "C", "N", "C", "C", "C", "C", "H", "H", "H", "H", "H", "H", "H", "H", "H", "H", "H", "H", "H", "H", "H", "C", "C", "O", "C", "H", "H", "H", "H", "H", "H", "C", "C", "O", "C", "H", "H", "H", "H", "H", "H"], "coordinates": [[0.667, -1.001, 1.572], [-0.473, 2.990, 0.668], [-0.278, 0.128, -0.619], [-1.099, 0.284, 0.064], [-0.468, 0.607, -1.567], [0.652, 0.559, -0.285], [-0.097, -0.930, -0.733], [-0.161, 1.024, 2.977], [-0.007, 0.341, 3.798], [0.758, 1.120, 2.421], [-0.886, 0.562, 2.325], [-0.482, 2.009, 3.277], [3.296, 3.868, -0.865], [1.617, 4.415, -1.084], [3.965, 4.992, -2.056], [4.905, 3.239, -0.489], [2.624, 2.674, 0.328], [3.102, 2.701, -2.193], [3.474, 5.076, 0.487], [-0.115, 2.791, -3.401], [-1.581, 2.929, -3.047], [-1.935, 3.905, -1.980], [-1.446, 5.282, -2.266], [-1.933, 5.916, -3.550], [-3.386, 3.874, -1.826], [-3.826, 4.848, -0.712], [0.235, 3.616, -4.022], [-0.049, 1.971, -4.115], [0.471, 2.569, -2.509], [-2.191, 3.206, -3.907], [-1.915, 1.931, -2.763], [-1.614, 5.924, -1.401], [-0.361, 5.225, -2.357], [-1.466, 6.893, -3.674], [-1.798, 5.270, -4.417], [-3.005, 6.099, -3.618], [-3.715, 2.895, -1.478], [-3.989, 4.075, -2.711], [-3.274, 4.760, 0.224], [-4.874, 4.658, -0.484], [-3.810, 5.877, -1.071], [1.616, -3.293, -1.003], [2.699, -3.416, 0.048], [2.847, -2.160, 0.724], [3.315, -1.119, -0.173], [4.665, -1.379, -0.789], [3.714, -2.415, 1.917], [3.809, -1.133, 2.808], [1.319, -4.284, -1.346], [1.977, -2.700, -1.844], [0.730, -2.779, -0.630], [2.432, -4.256, 0.689], [3.652, -3.730, -0.380], [2.607, -0.781, -0.930], [3.386, -0.229, 0.452], [4.662, -2.092, -1.614], [5.019, -0.464, -1.263], [5.387, -1.709, -0.042], [4.726, -2.742, 1.680], [3.331, -3.284, 2.453], [4.163, -1.369, 3.811], [2.871, -0.582, 2.887], [4.504, -0.432, 2.345], [-2.154, -2.986, 0.559], [-2.033, -3.014, 2.099], [-0.665, -2.992, 2.629], [-0.075, -4.354, 2.432], [-0.785, -5.542, 3.185], [-0.629, -2.477, 4.051], [0.784, -2.363, 4.529], [-1.695, -3.794, -0.012], [-1.851, -2.028, 0.136], [-3.216, -3.117, 0.356], [-2.577, -2.118, 2.398], [-2.578, -3.887, 2.460], [-0.161, -4.622, 1.379], [1.002, -4.360, 2.598], [-0.256, -6.494, 3.151], [-1.001, -5.326, 4.231], [-1.761, -5.783, 2.762], [-1.238, -3.096, 4.710], [-1.135, -1.519, 4.172], [1.359, -3.288, 4.560], [0.735, -1.942, 5.533], [1.374, -1.667, 3.934], [-4.444, -0.103, 0.459], [-3.973, 0.859, 1.477], [-3.431, 1.876, 1.116], [-4.081, 0.573, 2.941], [-3.681, -0.815, 0.145], [-4.926, 0.282, -0.440], [-5.151, -0.745, 0.984], [-3.976, 1.454, 3.574], [-3.294, -0.141, 3.186], [-5.047, 0.102, 3.122], [2.348, -0.434, -4.018], [1.151, -0.962, -4.750], [1.089, -0.934, -5.985], [-0.018, -1.448, -3.895], [3.247, -0.533, -4.627], [2.532, -1.018, -3.117], [2.189, 0.622, -3.800], [-0.366, -0.689, -3.195], [0.314, -2.283, -3.278], [-0.889, -1.721, -4.490]], "forces_ev_per_a": [[0.0, -0.1, -0.2], [0.4, -2.3, -0.5], [-0.4, 1.1, -0.3], [-3.3, 0.8, 2.8], [-0.9, 1.5, -3.6], [3.9, 2.0, 1.8], [0.6, -3.8, -0.4], [-0.3, 0.2, -0.4], [0.7, -2.1, 3.3], [3.9, 0.5, -2.3], [-3.1, -1.6, -2.6], [-1.4, 4.0, 1.4], [1.9, 0.1, 0.6], [0.2, -0.2, 0.1], [-0.9, -0.6, 1.2], [-1.3, 0.4, -0.4], [-0.2, 0.8, -0.8], [-0.2, 0.7, 1.2], [-0.4, -1.4, -1.7], [-0.6, 0.2, -0.6], [-0.2, 0.1, 0.0], [0.4, -0.4, 0.0], [0.7, -0.5, -0.1], [-1.0, 0.1, -0.4], [-0.5, 0.3, 2.1], [-0.7, 0.1, -0.8], [0.4, 0.4, 0.6], [0.1, -0.4, 0.3], [0.3, 0.2, -0.3], [0.1, -0.1, -0.4], [-0.3, 0.1, 0.4], [-0.3, -0.1, 0.0], [0.1, -0.2, 0.1], [0.2, -0.2, -0.2], [0.7, 0.2, 0.0], [-0.2, 0.1, 0.6], [0.4, -0.3, -0.2], [0.4, 0.2, -0.5], [0.2, -0.1, -0.1], [0.0, -0.1, 0.1], [0.2, 0.1, 0.2], [0.2, -0.3, -0.5], [-0.7, -0.6, -0.9], [-0.2, -1.0, 1.7], [0.7, 1.1, 0.6], [0.4, 0.2, -0.7], [-0.3, 1.6, 0.3], [0.3, -0.7, -0.6], [0.0, 0.0, -0.2], [-0.1, -0.2, -0.1], [0.1, -0.1, 0.2], [-0.1, 0.4, 0.6], [0.2, -0.1, -0.4], [-0.4, -0.6, 0.1], [0.2, 0.2, 0.0], [-0.2, -0.3, 0.1], [0.1, 0.2, 0.2], [0.1, 0.1, -0.1], [0.3, 0.2, -0.4], [-0.6, 0.2, 0.1], [0.0, 0.0, 0.0], [-0.1, -0.2, 0.1], [0.1, 0.0, 0.1], [-0.4, -0.2, 0.2], [0.1, 0.2, -1.0], [-0.1, 0.1, 0.3], [-0.6, -0.7, 0.3], [-0.2, 0.5, 0.1], [-0.3, -1.1, -1.0], [0.4, 0.3, 0.6], [0.4, 0.0, 0.3], [0.2, -0.1, 0.0], [-0.2, 0.1, -0.1], [0.2, 0.0, 0.5], [-0.2, 0.0, 0.2], [-0.1, 0.4, -0.2], [-0.1, 0.2, 0.4], [0.5, 0.3, -0.1], [0.3, 0.1, 0.1], [0.0, 0.2, -0.3], [0.1, -0.6, 0.2], [0.2, 0.2, -0.8], [-0.3, -0.2, 0.1], [0.3, 0.0, 0.1], [-0.1, 0.1, 0.0], [-1.1, -1.7, 0.4], [0.9, 0.8, -0.1], [0.8, 1.4, -0.4], [-0.6, -0.5, 0.0], [0.4, 0.4, 0.0], [0.2, 0.5, 0.2], [-0.4, -0.2, -0.3], [0.1, 0.0, -0.3], [0.1, -0.1, 0.1], [0.0, -0.1, 0.3], [0.5, -0.5, -0.2], [-0.9, 0.2, -1.9], [0.1, -0.2, 2.1], [0.0, 0.1, -0.3], [-0.1, 0.2, -0.2], [-0.2, 0.3, 0.2], [0.0, 0.0, 0.3], [0.4, 0.2, 0.1], [-0.1, -0.1, 0.0], [0.3, -0.2, -0.2]], "e_tot_ev": -123249.892, "orbital_gap_ev": 7.12, "spin_multiplicity": 1, "total_charge": 0}